Run A
C4H11NO2 | ωB97M-V with the def2-TZVPD basis set

Geometry as XYZ:
```
18
C4H11NO2 ωB97M-V with the def2-TZVPD basis set
C -1.8425 0.3994 0.1162
O -2.4053 -0.3873 -0.9536
C -0.3809 0.0161 0.4206
C 0.5494 0.3645 -0.7215
C 2.0117 0.1099 -0.2522
O 2.4014 0.8694 0.8734
N -0.3557 -1.4392 0.7247
H -1.8478 1.3394 -0.4430
H -2.5143 0.3064 0.9739
H -2.3056 0.0114 -1.8263
H -0.1079 0.4970 1.3783
H 0.6101 1.4426 -0.8859
H 0.3655 -0.2881 -1.5677
H 2.5481 0.5185 -1.1247
H 2.3035 -0.9174 -0.1052
H 2.5757 1.7893 0.6645
H -0.1895 -2.0008 -0.1162
H -1.2873 -1.6440 1.1033
```

* multiplicity: 2
* lowest unoccupied orbital energy (alpha / beta): -0.11912 / -0.32772 Eh
* net charge: +1
* expectation value of S²: 0.755

---

Run B
C4H11NO2 | ωB97M-V with the def2-TZVPD basis set

Geometry as XYZ:
```
18
C4H11NO2 ωB97M-V with the def2-TZVPD basis set
C 0.2132 -1.4621 -0.9591
O 0.5799 -2.7725 -0.6093
C 0.4379 -0.4739 0.2387
C 0.4420 0.9701 -0.3496
C -0.7256 1.8176 0.1540
O -0.4918 2.2594 1.4937
N -0.3496 -0.7810 1.3762
H -0.8444 -1.5479 -1.2384
H 0.8949 -1.1162 -1.7413
H 0.9454 -3.2952 -1.3338
H 1.4767 -0.7256 0.5268
H 1.3936 1.4752 -0.1679
H 0.3370 0.9665 -1.4334
H -1.0787 2.6070 -0.5099
H -1.5944 1.1700 0.3738
H 0.2262 2.8959 1.5186
H -1.2163 -0.2316 1.4160
H -0.6461 -1.7558 1.2449
```

* multiplicity: 2
* lowest unoccupied orbital energy (alpha / beta): -0.10908 / -0.32262 Eh
* net charge: +1
* expectation value of S²: 0.755

---

run B takes first place; second place is 0.201 eV up.